12
Properties=species:S:1:pos:R:3:forces:R:3:nbo_charge:R:1 method="wB97M-V/def2-TZVPD" homo_lumo_gap_ev=7.941 total_charge=0
Cl 4.9487 1.2169 0.0402 -0.740 -0.143 0.435 -0.20
S 3.5759 -0.2987 -0.2194 1.264 0.145 -1.799 2.19
S 1.1945 -1.8772 0.4134 1.294 0.438 1.114 0.23
O 2.9788 -0.0163 -1.4856 -0.069 -0.008 0.263 -0.90
O 4.3667 -1.4750 -0.0177 -1.186 0.561 0.490 -0.86
N 2.4315 -0.1139 1.0062 -0.023 -3.764 0.662 -0.46
N 1.5511 0.8219 0.9476 -1.267 1.874 -1.301 -0.19
C -0.1620 -0.7624 0.2327 0.825 -0.224 -1.691 -0.68
C 0.3700 0.5980 0.5425 -1.513 1.661 2.258 0.12
H -0.2478 -0.6510 -0.8527 -0.795 -0.227 -0.159 0.26
H -1.1444 -1.0113 0.6689 0.739 0.156 0.218 0.26
H -0.4490 1.3661 0.6856 1.471 -0.469 -0.488 0.22



14
Properties=species:S:1:pos:R:3:forces:R:3:nbo_charge:R:1 method="wB97M-V/def2-TZVPD" homo_lumo_gap_ev="9.275 / 7.591" total_charge=0
Cl 0.6039 -2.2621 1.3805 -0.150 -0.436 0.281 -0.01
O -1.3614 -0.6658 0.5239 -0.622 -1.069 -1.528 -0.38
O -1.6375 -1.5529 -1.6721 -1.194 1.361 1.773 -0.30
O 0.2429 1.1600 -0.2830 -0.150 0.199 -0.423 -0.28
O -3.3483 -0.5769 -0.5932 3.728 -1.253 -0.871 -0.28
O 2.1959 4.3590 -0.0979 0.133 -1.734 -1.287 -0.30
O 0.8617 2.8409 0.5353 0.843 0.041 -1.220 -0.13
N 1.7100 3.2518 -0.2618 -0.696 2.708 2.638 0.46
N -2.1919 -0.9680 -0.7684 -1.610 0.218 0.996 0.71
C 0.7458 0.3356 0.6876 0.202 -0.421 0.009 -0.14
C 0.0124 -0.9690 0.3631 -0.579 1.056 0.190 0.03
H 1.8312 0.2122 0.5883 -0.077 -0.195 0.163 0.18
H 0.1795 -1.2161 -0.6606 0.238 -0.428 -0.635 0.23
H 0.4819 0.6570 1.7018 -0.066 -0.045 -0.086 0.21



9
Properties=species:S:1:pos:R:3:forces:R:3:nbo_charge:R:1 method="wB97M-V/def2-TZVPD" homo_lumo_gap_ev=10.269 total_charge=0 smiles="ClP1N=CCO1"
Cl 2.5397 -1.0485 -0.1441 0.926 -2.101 -0.784 -0.28
P 1.7300 0.6563 0.3183 -3.803 2.204 -0.542 1.16
O 0.4437 0.1959 1.2824 0.038 -0.087 -0.529 -0.79
N 0.4633 0.8745 -1.2005 2.326 -0.041 1.169 -0.60
C -0.7364 -0.2083 0.5535 2.074 -1.400 -0.332 -0.14
C -0.5967 0.3394 -0.8064 2.286 -0.065 1.099 0.07
H -1.5849 0.2901 0.9030 -1.432 0.293 1.493 0.21
H -0.8322 -1.3375 0.4822 -0.085 1.247 0.463 0.21
H -1.4264 0.2380 -1.3884 -2.331 -0.051 -2.038 0.18